# 1
Molecular formula: C3H4N2OS
Method: DFT, ωB97M-V/def2-TZVPD

Structure (XYZ):
```
11
Properties=species:S:1:pos:R:3:mulliken_charge:R:1
C -0.9391 -0.3638 0.0259 -0.93
C 0.4762 -0.0024 0.0765 0.63
N 1.4752 -1.0089 0.1044 -0.53
C 2.6997 -0.4871 0.0335 0.39
O 3.7920 -0.9407 0.1439 -0.55
N 2.5976 0.9650 -0.1939 -0.08
S 1.0390 1.5264 -0.0460 0.01
H -0.9196 -1.3484 -0.3961 0.29
H -1.6669 0.3134 -0.5075 0.34
H -1.4219 -0.3255 1.1479 0.24
H 3.4023 1.4753 -0.2717 0.19
```

F_max = 5.132 eV/Å
HOMO = -9.12 eV
Energy above the lowest of the compared OMol25 structures with the same formula, charge and spin = 29.3 kcal per mole
E = -699.6254 Eh

# 2
Molecular formula: C3H4N2OS
Method: DFT, ωB97M-V/def2-TZVPD

Structure (XYZ):
```
11
Properties=species:S:1:pos:R:3:mulliken_charge:R:1
C -2.7356 -0.6813 0.0874 -0.71
N -1.4271 -0.0508 -0.1628 0.18
C -0.9844 1.2052 0.0098 0.08
N 0.2960 1.3527 -0.0058 -0.44
C 0.8326 0.1040 0.0184 0.21
S 2.3881 -0.3594 0.0270 -0.34
O -0.2859 -0.8145 -0.0654 -0.26
H -3.4850 0.0127 -0.1671 0.35
H -2.8497 -1.1152 1.1360 0.26
H -2.7040 -1.5476 -0.5776 0.27
H -1.6417 2.0355 0.1851 0.40
```

F_max = 3.119 eV/Å
HOMO = -8.55 eV
Energy above the lowest of the compared OMol25 structures with the same formula, charge and spin = 57.9 kcal per mole
E = -699.5798 Eh

# 3
Molecular formula: C3H4N2OS
Method: DFT, ωB97M-V/def2-TZVPD

Structure (XYZ):
```
11
Properties=species:S:1:pos:R:3:mulliken_charge:R:1
O -2.6742 0.4930 -0.9574 -0.55
S -1.8936 -0.2694 0.6179 0.17
N -0.2498 -0.1414 0.3680 0.04
C 0.6536 0.6206 0.9998 -0.16
C 1.8576 0.3553 0.4732 -0.32
N 1.7243 -0.5934 -0.5236 -0.56
C 0.4874 -0.7753 -0.6524 0.13
H -2.9703 -0.1677 -1.6110 0.33
H 0.3931 0.9966 1.9943 0.31
H 2.8556 0.7713 0.7089 0.35
H -0.1836 -1.2896 -1.4177 0.26
```

F_max = 4.418 eV/Å
HOMO = -9.29 eV
Energy above the lowest of the compared OMol25 structures with the same formula, charge and spin = 59.5 kcal per mole
E = -699.5774 Eh

# 4
Molecular formula: C3H4N2OS
Method: DFT, ωB97M-V/def2-TZVPD

Structure (XYZ):
```
11
Properties=species:S:1:pos:R:3:mulliken_charge:R:1
C -0.1709 -1.6030 -0.3994 -0.15
C -2.4297 0.3314 -0.3810 0.12
C 0.7821 0.8987 0.3837 -0.49
N -1.3229 -1.6169 0.0825 0.18
N -2.2817 -0.8878 0.2603 -0.50
O -3.1895 1.2546 -0.1259 -0.50
S 0.4633 0.0075 -0.9702 -0.11
H 0.5508 -2.3807 -0.3064 0.43
H -1.6862 0.5229 -1.1870 0.38
H 0.9733 0.6967 1.4602 0.32
H 0.7547 1.9302 0.1746 0.31
```

F_max = 2.895 eV/Å
HOMO (alpha / beta) = -9.12 / -8.00 eV
Energy above the lowest of the compared OMol25 structures with the same formula, charge and spin = 134.2 kcal per mole
E = -699.4583 Eh

# 5
Molecular formula: C3H4N2OS
Method: DFT, ωB97M-V/def2-TZVPD

Structure (XYZ):
```
11
Properties=species:S:1:pos:R:3:mulliken_charge:R:1
C -1.2089 -1.0416 -0.3762 0.68
C -1.2687 0.2763 -0.5629 -0.18
C 1.2711 -0.4592 0.7564 -0.72
N -0.8605 -2.1174 -0.0239 -0.51
N 0.9232 0.6301 -0.1160 -0.40
O -1.7443 2.7916 -0.8079 -0.44
S -2.3311 1.5054 -0.5621 0.33
H 1.8949 0.1093 1.4313 0.29
H 0.3954 -0.8301 1.1896 0.33
H 1.6120 -1.3248 0.1497 0.35
H 1.3171 0.4604 -1.0780 0.26
```

F_max = 4.360 eV/Å
HOMO (alpha / beta) = -9.80 / -9.84 eV
Energy above the lowest of the compared OMol25 structures with the same formula, charge and spin = 147.1 kcal per mole
E = -699.4376 Eh

# 6
Molecular formula: C3H4N2OS
Method: DFT, ωB97M-V/def2-TZVPD

Structure (XYZ):
```
11
Properties=species:S:1:pos:R:3:mulliken_charge:R:1
S 2.7921 -0.1473 -0.0578 -0.31
C 1.0895 -0.1786 -0.0420 0.14
C 0.3071 1.1191 0.0295 -0.25
O -1.0958 0.9848 -0.0972 -0.34
C -1.6609 -0.2405 -0.0756 0.06
N -1.1027 -1.3758 -0.0543 -0.60
N 0.3324 -1.2724 0.0416 0.10
H 0.6355 1.8905 -0.7533 0.27
H 0.5297 1.5609 1.0208 0.24
H -2.6835 -0.1729 0.0974 0.43
H 0.8565 -2.1679 -0.1091 0.26
```

F_max = 2.102 eV/Å
HOMO = -8.77 eV
Energy above the lowest of the compared OMol25 structures with the same formula, charge and spin = 44.9 kcal per mole
E = -699.6005 Eh

Question: Which value of E does entry 2 give?
Answer: -699.5798 Eh

What did the third record say?
Molecular formula: C3H4N2OS
Method: DFT, ωB97M-V/def2-TZVPD

Structure (XYZ):
```
11
Properties=species:S:1:pos:R:3:mulliken_charge:R:1
O -2.6742 0.4930 -0.9574 -0.55
S -1.8936 -0.2694 0.6179 0.17
N -0.2498 -0.1414 0.3680 0.04
C 0.6536 0.6206 0.9998 -0.16
C 1.8576 0.3553 0.4732 -0.32
N 1.7243 -0.5934 -0.5236 -0.56
C 0.4874 -0.7753 -0.6524 0.13
H -2.9703 -0.1677 -1.6110 0.33
H 0.3931 0.9966 1.9943 0.31
H 2.8556 0.7713 0.7089 0.35
H -0.1836 -1.2896 -1.4177 0.26
```

F_max = 4.418 eV/Å
HOMO = -9.29 eV
Energy above the lowest of the compared OMol25 structures with the same formula, charge and spin = 59.5 kcal per mole
E = -699.5774 Eh

Question: Which value of energy above the lowest of the compared OMol25 structures with the same formula, charge and spin does entry 4 give?
Answer: 134.2 kcal per mole

Question: Which of these has the highest E?
Answer: number 5